C57H128Br2N13O8 as an isolated structure. Source: OMol25; level of theory: wB97M-V/def2-TZVPD.

Element x y z (Å)
C  -24.013408  16.226169  -15.845944
O  -23.867239  15.662837  -16.803065
C  -20.925259  12.771871  -10.658534
C  -20.450089  12.131390  -11.822555
N  -19.316467  11.109087  -11.774790
H  -19.644042  10.140091  -11.577501
H  -18.730706  11.054977  -12.630264
C  -18.443131  11.266465  -10.725066
C  -17.951960  9.919474  -10.306318
O  -17.750357  9.779470  -8.954245
C  -16.887245  8.898825  -8.680421
H  -39.972112  14.516007  -7.185213
H  -28.196433  8.869583  -15.617689
H  -35.221992  -11.586400  -9.269968
H  -20.829091  12.645547  -9.651990
H  -21.910177  13.147064  -10.962024
H  -20.420033  12.852700  -12.709449
H  -21.302396  11.654939  -12.431820
H  -18.768083  11.831753  -9.801894
H  -17.545659  11.992900  -10.954401
H  -16.988327  9.694154  -10.738037
H  -18.642238  9.196755  -10.742827
H  -16.365434  8.382114  -9.482118
H  -16.754398  8.667580  -7.578274
H  -21.459712  -9.773514  3.379953
C  -18.284647  -6.381567  -7.315355
O  -19.577529  -6.664945  -6.733248
C  -20.443431  -7.108437  -7.807248
C  -21.438484  -8.105019  -7.156178
N  -22.440770  -7.386623  -6.317298
H  -21.746775  -6.865221  -5.683830
H  -23.011485  -6.700199  -6.707223
C  -23.386696  -8.316503  -5.554822
C  -23.846145  -7.660199  -4.284172
O  -22.808739  -7.566963  -3.318341
C  -22.581448  -6.428444  -2.448208
H  -18.367862  -5.793976  -8.210993
H  -17.770459  -7.297421  -7.572577
H  -17.697156  -5.876126  -6.507666
H  -19.775230  -7.613622  -8.547971
H  -20.838938  -6.225696  -8.341240
H  -20.888990  -8.766925  -6.501494
H  -21.965807  -8.587523  -8.021295
H  -22.822262  -9.251835  -5.459231
H  -24.188066  -8.526480  -6.275432
H  -24.571627  -8.377175  -3.993653
H  -33.720407  10.049246  -2.486662
H  -22.442770  -5.548261  -3.000796
H  -21.671139  -6.634925  -1.882879
H  -23.459565  -6.480276  -1.811982
C  -33.684606  -13.774597  -1.657697
O  -33.759017  -12.801645  -0.641018
C  -34.170559  -13.192500  0.652452
C  -33.383232  -12.632615  1.824758
N  -34.010382  -11.239389  2.225202
H  -34.109676  -10.794354  1.339936
H  -34.944284  -11.420752  2.538241
C  -33.469344  -10.364685  3.311410
C  -34.602201  -9.505919  3.938530
O  -35.688478  -10.330103  4.255296
C  -36.286740  -9.980644  5.549007
H  -32.902278  -13.471132  -2.360768
H  -34.588134  -13.752732  -2.262620
H  -33.670255  -14.797218  -1.398123
H  -34.180361  -14.299774  0.736458
H  -35.257858  -12.828041  0.792179
H  -32.352196  -12.322055  1.519919
H  -33.374730  -13.306864  2.684570
H  -32.550921  -9.819300  2.912949
H  -32.938234  -10.979826  4.033415
H  -34.803560  -8.697871  3.211093
H  -34.159972  -8.914394  4.808196
H  -36.869665  -10.899366  5.847562
H  -37.033309  -9.198068  5.366206
H  -35.449805  -9.729145  6.295952
C  -36.294357  10.417203  -7.175854
O  -37.199891  11.170016  -6.495800
C  -37.873350  12.290713  -7.152716
C  -39.021964  12.491930  -6.241612
N  -39.135071  13.766024  -5.107378
H  -39.777164  14.571412  -5.409906
H  -39.667682  13.105844  -4.332004
C  -37.952941  14.433983  -4.515398
C  -37.597840  15.972731  -4.662658
O  -38.237192  16.966266  -3.899535
C  -38.312798  18.018920  -3.462363
H  -23.305316  3.269075  4.087657
H  -35.763337  9.915386  -6.431393
H  -35.960358  11.031968  -7.938752
H  -38.237874  11.993250  -8.211970
H  -37.113974  13.105611  -7.366642
H  -39.387163  11.706003  -5.642172
H  -39.972230  12.744934  -6.775921
H  -37.124797  13.960271  -5.127744
H  -37.892437  14.083874  -3.435431
H  -37.537583  16.207109  -5.758405
H  -36.563886  15.863254  -4.485694
H  -29.195090  15.374041  -16.145618
H  -39.176809  18.090480  -2.756444
H  -37.932416  19.056771  -3.850891
C  -31.195214  -4.228680  -5.710936
C  -30.564189  -2.878619  -6.073254
N  -30.956740  -1.869825  -5.016337
C  -32.253742  -1.749919  -4.579833
C  -32.307118  -0.890182  -3.518366
N  -30.954673  -0.392375  -3.393069
C  -30.166936  -0.978885  -4.296788
C  -30.556778  0.384817  -2.145565
H  -32.233015  -4.188360  -5.456392
H  -30.631777  -4.707513  -4.885747
H  -31.148224  -4.881908  -6.599830
H  -30.909560  -2.540868  -7.022099
H  -29.452221  -2.754365  -6.152471
H  -33.081536  -2.254764  -4.982858
H  -33.120197  -0.560609  -2.815246
H  -29.086492  -0.908660  -4.466109
H  -30.307353  -0.346737  -1.385575
H  -31.318931  1.074664  -1.869334
H  -29.620449  0.869354  -2.410796
C  -20.666020  -3.030010  6.076654
C  -19.225841  -3.054665  5.551017
N  -19.028786  -2.018009  4.611765
C  -19.941546  -1.208940  3.994641
C  -19.344813  -0.567276  2.949051
N  -18.008696  -0.968634  2.981138
C  -17.877043  -1.862084  4.003517
C  -17.068755  -0.601845  1.871341
H  -20.862969  -2.111143  6.696967
H  -20.882928  -3.839608  6.733551
H  -21.381188  -3.026902  5.231874
H  -19.009507  -4.036902  5.148554
H  -18.622109  -2.947624  6.438261
H  -20.934331  -1.121283  4.333004
H  -19.798388  -0.135120  2.109580
H  -16.928731  -2.257734  4.336884
H  -16.073448  -0.850796  2.193500
H  -17.346253  0.447187  1.606895
H  -17.377879  -1.245771  1.062506
C  -33.079477  5.058759  -23.941371
C  -33.897744  6.353330  -23.961492
N  -33.514332  7.338462  -22.905151
C  -34.130105  7.526871  -21.653874
C  -33.345115  8.406747  -20.971988
N  -32.304339  8.788299  -21.756691
C  -32.428000  8.154949  -22.921098
C  -31.243745  9.740028  -21.517062
H  -33.368790  4.365376  -24.735417
H  -33.204807  4.666870  -22.944307
H  -32.055290  5.340122  -24.165894
H  -34.956875  6.103331  -23.797969
H  -33.794250  6.935590  -24.855949
H  -35.063987  7.037666  -21.326863
H  -33.609695  8.959279  -20.116138
H  -31.747661  8.174494  -23.753695
H  -30.409609  9.219198  -20.987632
H  -31.573194  10.551854  -20.808724
H  -30.932033  10.113774  -22.512671
C  -45.516576  8.298363  -0.279712
C  -45.310780  7.291466  -0.999189
N  -36.939130  -13.977698  9.272344
C  -37.777921  -14.360700  10.262439
C  -37.413734  -15.482774  11.162124
N  -36.030113  -15.649177  10.917703
C  -35.733928  -14.430789  9.811067
C  -35.190627  -16.681752  11.194244
H  -46.361109  8.209776  0.654518
H  -36.255656  -11.101541  -7.444564
H  -33.219538  5.286362  3.018300
H  -39.667159  5.515855  6.955815
H  -44.311665  6.692870  -0.695756
H  -38.706824  -14.172411  9.789906
H  -38.110903  -16.267638  11.449359
H  -34.728395  -14.120363  9.984630
H  -34.447227  -16.985265  10.457462
H  -40.962985  13.397648  -2.162719
H  -35.302646  -17.061736  12.190097
C  -26.432754  -9.662848  -16.010401
C  -26.602507  -8.777788  -17.425181
C  -25.204732  -9.689091  -16.369078
C  -27.551994  -9.761491  -17.923286
N  -47.262119  -2.294835  -1.968496
C  -46.128545  -1.717932  -2.756174
C  -46.041914  -2.685336  -3.925337
C  -46.877214  -3.690924  -3.722390
C  -47.553466  -3.420608  -2.508936
C  -47.581708  -1.595097  -0.641404
H  -49.516993  6.052607  6.975584
H  -27.052961  -9.816171  -15.151739
H  -29.911646  -15.148689  -1.312719
H  -25.636391  -7.123288  0.824666
H  -26.363440  5.236005  -4.970530
H  -24.441453  -9.624866  -15.673834
H  -24.833694  -10.019923  -17.400227
H  -28.470461  -10.385578  -17.671089
H  -24.687081  -7.275740  -22.937420
H  -46.219959  -0.695757  -2.904163
H  -45.150730  -1.992262  -2.565112
H  -48.052260  -0.514038  -8.309539
H  -45.527475  -2.541820  -4.854667
H  -46.940478  -4.539230  -4.289044
H  -47.182933  -8.740975  1.058868
H  -21.189985  -6.447434  -4.155706
H  -48.211889  -3.948516  -1.978529
H  -48.574131  -2.028398  -0.348285
H  -47.447287  -0.492050  -0.513611
H  -46.796214  -2.035675  0.018708
Br  -36.801453  8.774888  -7.920417
Br  -24.886690  -6.060560  -4.823783

Cartesian forces (eV/Å) of the 2 atoms listed first:
-0.07 0.27 0.47
0.07 -0.27 -0.47

Results
Total energy (eV): -236828.9472
2S+1: 1
E_HOMO (Eh): -0.433
E_LUMO (eV): -11.26
Kohn-Sham gap (eV): 0.530
Total charge: +7